Below is a structure of composition C37H35OP2Pr at a distorted geometry, with properties calculated with ωB97M-V with the def2-TZVPD basis set.

```
76
Properties=species:S:1:pos:R:3:forces:R:3
C -4.545 -0.609 0.390 -0.2 0.3 -0.2
C -3.788 0.562 0.154 -0.5 -0.3 -0.2
C -4.258 1.454 -0.822 0.2 -0.3 -0.1
C -5.378 1.155 -1.592 -0.2 0.2 -0.2
C -6.085 -0.027 -1.394 -0.1 -0.1 0.1
C -5.689 -0.898 -0.372 0.0 0.2 0.4
P -2.103 0.828 0.850 -1.0 0.7 0.7
C -1.938 2.676 0.789 -0.1 0.0 -0.4
C -1.159 3.381 -0.167 -0.3 0.0 0.6
C -1.022 4.768 -0.056 -0.1 -0.1 -0.6
C -1.806 5.488 0.844 -0.1 -0.3 0.3
C -2.681 4.809 1.711 0.4 -0.1 -0.4
C -2.683 3.409 1.721 -0.1 0.6 0.1
Pr -0.321 0.701 -1.329 2.8 -0.3 1.0
P -1.160 -1.889 -1.686 1.5 -0.7 -0.6
C -1.905 -1.310 -3.274 -0.3 -0.7 -0.6
C -2.980 -2.036 -3.814 -0.3 1.0 0.4
C -3.966 -1.358 -4.531 0.3 0.2 -0.4
C -3.762 -0.027 -4.897 -0.5 0.3 0.2
C -2.592 0.653 -4.556 0.5 -0.1 -0.2
C -1.601 -0.027 -3.827 -0.6 -0.1 0.5
C 0.556 -2.158 -2.261 -0.2 0.1 0.2
C 1.597 -2.260 -1.314 -0.2 0.3 -0.4
C 2.909 -2.288 -1.778 0.1 -0.2 0.2
C 3.181 -2.262 -3.152 -0.1 -0.1 0.3
C 2.135 -2.197 -4.074 0.3 -0.2 0.0
C 0.820 -2.176 -3.636 0.3 0.5 0.0
C -1.678 -3.440 -0.958 -0.7 0.0 -0.1
C -1.921 -3.507 0.433 0.4 0.0 -1.0
C -2.327 -4.724 0.960 0.1 0.3 0.2
C -2.544 -5.821 0.132 0.1 0.2 0.0
C -2.378 -5.702 -1.241 0.0 -0.2 -0.2
C -1.951 -4.509 -1.807 0.3 -0.2 0.5
C -2.278 0.422 2.608 0.3 -0.2 0.7
C -3.556 0.374 3.171 -0.2 -0.2 0.1
C -3.755 -0.107 4.464 0.1 0.0 0.1
C -2.674 -0.498 5.249 0.3 0.1 -0.4
C -1.384 -0.370 4.728 0.3 0.2 -0.2
C -1.172 0.094 3.424 -0.5 -0.2 -0.3
H 1.348 -2.292 -0.241 0.3 0.1 -0.6
H 3.726 -2.335 -1.052 -0.2 -0.1 -0.3
H 4.216 -2.327 -3.493 -0.3 0.2 0.1
H 2.346 -2.162 -5.138 0.0 -0.1 0.1
H 0.004 -2.101 -4.358 0.4 -0.2 0.2
H -3.074 -3.097 -3.639 -0.3 0.1 0.5
H -4.910 -1.856 -4.772 0.5 0.1 -0.2
H -4.524 0.496 -5.479 0.2 -0.1 0.3
H -2.455 1.708 -4.862 0.1 -0.9 -0.1
H -0.563 0.376 -3.809 -0.7 -0.1 0.0
H -1.757 -2.621 1.052 0.0 -0.3 0.0
H -2.453 -4.807 2.031 -0.1 -0.1 0.0
H -2.827 -6.768 0.572 -0.1 0.0 -0.1
H -2.558 -6.546 -1.889 -0.1 -0.1 0.0
H -1.796 -4.422 -2.880 0.1 -0.2 0.3
H -4.425 0.688 2.599 0.1 -0.1 0.1
H -4.762 -0.190 4.859 0.1 0.1 -0.1
H -2.817 -0.891 6.255 0.0 0.1 -0.3
H -0.528 -0.639 5.347 -0.2 0.1 -0.2
H -0.171 0.197 3.005 -0.1 -0.2 0.3
H -0.681 2.933 -1.073 -0.2 0.8 0.9
H -0.336 5.277 -0.737 -0.4 0.0 0.2
H -1.743 6.577 0.861 0.0 -0.3 0.0
H -3.348 5.375 2.367 0.3 -0.3 -0.2
H -3.307 2.892 2.457 0.3 0.1 -0.3
H -3.717 2.374 -1.004 -0.1 0.1 0.0
H -5.731 1.865 -2.349 0.3 -0.3 0.3
H -6.941 -0.248 -2.049 0.4 0.0 0.5
H -6.251 -1.825 -0.171 0.4 0.6 -0.2
H -4.172 -1.389 1.060 -0.2 0.4 0.0
H -3.721 -1.641 -1.376 1.0 -0.1 0.2
H -3.079 -1.624 -0.955 -1.2 -0.1 -0.7
C 2.613 0.545 0.604 -0.1 -0.4 0.5
O 1.538 0.642 -0.312 -1.9 0.3 -0.8
H 2.227 0.156 1.575 0.3 0.3 -0.6
H 3.069 1.529 0.779 -0.1 -0.3 -0.1
H 3.379 -0.164 0.239 -0.3 0.4 0.0
```
Forces are in eV/Å.

Calculated values
Spin multiplicity = 3
Molecular weight = 698.54 Da
Lowest unoccupied orbital energy (spin up / spin down) = -6.1 / -6.0 eV
HOMO (spin up / spin down) = -14.04 / -14.05 eV
Gap between HOMO and LUMO (spin up / spin down) = 7.91 / 8.04 eV
Charge = +2

These are the Mulliken partial charges, in e, on atoms 1 to 8: -0.871 1.033 -0.961 -0.762 -0.549 -0.589 1.626 0.337